Density functional theory data (ωB97M-V with the def2-TZVPD basis set) for a structure of composition C46H31F10N11O2S2Ti.

The geometry in XYZ format:
```
103
Properties=species:S:1:pos:R:3:lowdin_spin:R:1
Ti 1.31760 0.99219 -0.76065 1.0764
C 1.68875 3.16528 1.58460 0.0039
N 1.83716 2.95877 0.12708 0.0129
C 0.94681 3.95516 -0.50173 0.0060
C 0.98922 3.94951 -2.00841 0.0015
N 0.76421 2.60344 -2.54194 0.0009
C 0.37427 2.60614 -3.84533 0.0003
C 0.69164 3.60420 -4.81045 -0.0001
F 1.49737 4.64078 -4.49744 0.0000
C 0.29778 3.56977 -6.13646 0.0001
F 0.69437 4.54683 -6.96565 0.0000
C -0.46487 2.54244 -6.63102 0.0001
F -0.82618 2.49417 -7.92715 0.0000
C -0.85055 1.56253 -5.74099 0.0002
F -1.63678 0.56505 -6.17315 0.0001
C -0.47100 1.60815 -4.42126 0.0000
F -0.99332 0.65474 -3.64652 0.0002
C 3.26436 3.19484 -0.19439 0.0047
C 3.77044 2.77098 -1.56343 0.0011
N 3.44961 1.37963 -1.92478 -0.0029
C 4.47464 0.76718 -2.57816 -0.0005
C 5.56093 1.46191 -3.20634 -0.0001
F 5.46815 2.78634 -3.49802 0.0000
C 6.70716 0.87013 -3.69720 0.0000
F 7.67511 1.64532 -4.21771 0.0000
C 6.85285 -0.49350 -3.71964 0.0001
F 7.97365 -1.08014 -4.17997 0.0000
C 5.76262 -1.23110 -3.31402 0.0000
F 5.80120 -2.56638 -3.43953 0.0000
C 4.62765 -0.64147 -2.80053 0.0000
F 3.63464 -1.51269 -2.58159 0.0003
H 1.85514 4.22292 1.81729 -0.0001
H 2.43058 2.58299 2.12533 0.0004
H 0.68713 2.88391 1.90183 0.0013
H 1.22200 4.95815 -0.15103 0.0005
H -0.06400 3.73634 -0.16529 0.0009
H 1.91948 4.40581 -2.33572 0.0001
H 0.19350 4.63574 -2.33521 0.0001
H 3.83556 2.62497 0.53491 0.0004
H 3.49337 4.26271 -0.06083 0.0006
H 4.84546 2.88711 -1.44431 0.0000
H 3.46830 3.46413 -2.34507 0.0000
S 4.61840 1.07807 2.60998 0.0026
C 4.20084 -0.58489 2.78851 0.0016
C 4.51400 -1.22506 4.01116 0.0005
C 4.16116 -2.53469 4.30131 0.0009
C 4.49760 -3.08688 5.58689 0.0002
N 4.77590 -3.50392 6.62423 0.0005
C 3.46749 -3.28694 3.33668 -0.0007
C 3.17728 -2.68814 2.11629 0.0022
C 3.51792 -1.36977 1.79716 0.0014
S 3.10702 -0.85001 0.17010 -0.0020
C 3.03272 -4.62558 3.61541 -0.0001
N 2.67499 -5.69827 3.84350 -0.0004
H 5.04278 -0.64984 4.75818 0.0000
H 2.64159 -3.26396 1.37196 0.0006
C -9.33978 -4.99011 5.68974 0.0000
O -9.48046 -4.02675 4.66373 -0.0007
C -8.33322 -3.52458 4.13150 -0.0016
C -7.06230 -3.86193 4.56093 0.0001
C -5.95248 -3.27872 3.95258 -0.0021
C -6.08794 -2.36460 2.92082 -0.0002
C -7.38265 -2.04482 2.49526 -0.0014
C -8.48866 -2.61397 3.09006 0.0005
C -4.93677 -1.71865 2.27261 -0.0092
N -5.00896 -0.92240 1.23517 0.0024
C -3.71280 -0.52887 0.98231 -0.0092
C -2.85058 -1.09143 1.88793 0.0136
N -3.64825 -1.84605 2.70862 0.0007
C -1.45393 -0.78651 1.97966 0.0102
C -0.63057 -1.17834 3.02713 0.1780
C 0.66084 -0.62030 3.08925 0.0689
C 1.10737 0.16621 2.06922 0.1131
N 0.38251 0.45833 0.94126 0.1419
C -0.95558 0.06595 0.97289 0.1094
C -1.82314 0.66613 0.02963 0.0414
N -1.25329 1.58888 -0.78833 0.0627
C -2.05593 2.26558 -1.58495 -0.0026
C -3.43300 2.07240 -1.67547 0.0589
C -4.02282 1.11891 -0.86550 0.0075
C -3.22184 0.40848 0.01415 0.0401
H -10.34615 -5.27928 5.97954 0.0000
H -8.82177 -4.58066 6.56123 0.0000
H -8.79862 -5.87395 5.34052 0.0000
H -6.91189 -4.57230 5.36208 0.0001
H -4.96754 -3.56469 4.30251 -0.0002
H -7.48407 -1.33343 1.68578 -0.0001
H -9.49423 -2.36595 2.77007 0.0001
H -3.33039 -2.39990 3.48145 0.0005
H -0.99394 -1.83376 3.81194 0.0132
H 1.32503 -0.81591 3.92190 0.0002
H 2.09148 0.60264 2.12889 0.0043
H -1.58567 3.02091 -2.20476 -0.0011
H -4.01210 2.66019 -2.37445 0.0047
H -5.08957 0.92853 -0.87351 -0.0009
N 0.53865 -2.21738 -3.32587 0.0064
C 0.99629 -1.02656 -2.87137 0.0106
N 1.64606 -0.24121 -3.75332 0.0031
O 0.72610 -0.66880 -1.70691 0.0191
H 0.94845 -2.63612 -4.13736 0.0004
H 0.13342 -2.82532 -2.63764 0.0002
H 2.03698 -0.66702 -4.57445 0.0002
H 2.18202 0.53203 -3.34797 0.0006
```

As for the spin multiplicity: 3. Its max |F| is 1.3 eV/Å. Its charge is -2. Its energy above the lowest of the compared OMol25 structures with the same formula, charge and spin is 0.0 kcal/mol. The calculation puts the frontier orbital gap (spin up / spin down) at 4.011 / 4.623 eV.

***

Density functional theory data (ωB97M-V with the def2-TZVPD basis set) for the molecule C5H8O.

The geometry in XYZ format:
```
14
Properties=species:S:1:pos:R:3:mulliken_charge:R:1
C -1.06877 -0.74273 0.03843 -0.4085
C -0.37057 -0.08795 1.20675 -0.4262
C 0.54499 0.96441 0.60190 -0.5160
O 1.51037 0.40540 -0.25659 -0.4155
C 0.87303 -0.18464 -1.35602 -0.3039
C -0.41555 -0.71864 -1.21918 -0.7410
H -1.40192 -1.74775 0.21269 0.4718
H -2.00320 -0.27146 -0.24520 0.3187
H 0.22572 -0.80729 1.77847 0.3012
H -1.08545 0.37554 1.89455 0.2897
H 1.08637 1.54741 1.34265 0.3535
H 1.51819 -0.91214 -1.81504 0.4307
H 0.70705 0.50834 -2.18424 0.3440
H -0.12025 1.67151 0.00084 0.3015
```

Its max |F| is 2.8 eV/Å. Its energy above the lowest of the compared OMol25 structures with the same formula, charge and spin is 97.1 kcal/mol. The calculation puts the frontier orbital gap at 8.494 eV.

***

Density functional theory data (ωB97M-V with the def2-TZVPD basis set) for a structure of composition C16H28MgO8.

The geometry in XYZ format:
```
53
Properties=species:S:1:pos:R:3:mulliken_charge:R:1
Mg -1.13115 -0.29769 0.42226 1.0320
C 1.30360 0.58650 3.58862 -0.6343
C -0.00435 -0.19978 3.53440 -0.4858
O -0.42300 -0.46881 2.23004 -0.6413
H 1.98764 0.04526 2.92539 0.0615
H 1.74424 0.59323 4.58798 0.4313
H 1.23408 1.59296 3.16539 0.0613
H -0.83145 0.36832 3.98337 0.2447
H 0.19281 -1.16086 4.03513 0.2526
C -2.70835 0.11986 -2.24072 -0.8507
C -3.67416 -0.05921 -1.07641 -0.1719
O -3.05978 -0.26540 0.15416 -0.6572
H -3.26899 0.09889 -3.18246 0.4770
H -1.99057 -0.70815 -2.21534 0.1551
H -2.11158 1.03838 -2.25141 -0.0584
H -4.27728 -0.95349 -1.30850 0.2650
H -4.33638 0.81689 -0.96680 0.2572
O -0.94254 -2.38657 0.15470 -0.1685
C -0.70550 -3.54867 0.29529 0.4311
O 0.47483 -4.08762 -0.04510 -0.3341
C 0.37214 -5.50901 -0.11970 -0.4326
C -1.08456 -5.89555 0.24982 -0.5295
C -1.61215 -4.60944 0.88058 -0.4116
H 1.07524 -6.07246 0.48845 0.3326
H 0.54342 -5.74788 -1.16900 0.2543
H -1.12177 -6.70551 0.97204 0.3013
H -1.64612 -6.15791 -0.64392 0.2853
H -1.27287 -4.56745 1.92338 0.2222
H -2.64465 -4.31881 0.74487 0.4125
O -0.99503 1.77002 0.33716 -0.4133
C -0.61524 2.81087 -0.11062 0.2451
O 0.58379 3.34466 0.22552 -0.3263
C 0.78844 4.56955 -0.47934 -0.4940
C -0.27091 4.61494 -1.58021 -0.6406
C -1.38388 3.77021 -0.98458 -0.2696
H 1.79809 4.65813 -0.87905 0.3130
H 0.66681 5.41222 0.20583 0.3064
H 0.07182 4.17463 -2.51918 0.2949
H -0.54716 5.63541 -1.84307 0.3533
H -2.01557 3.25924 -1.70294 0.2495
H -2.03096 4.33652 -0.30873 0.2967
O 0.41890 -0.19185 -0.81577 -0.4703
C 1.52247 0.27956 -0.89352 0.3619
O 2.03639 0.62675 -2.07735 -0.4158
C 3.40268 1.08492 -1.93405 -0.4810
C 3.60619 1.35963 -0.44467 -0.6606
C 2.46884 0.57269 0.22270 0.3016
H 3.53259 1.97987 -2.53363 0.3328
H 4.02958 0.27839 -2.30904 0.3008
H 3.50041 2.42409 -0.24059 0.1609
H 4.58172 1.02493 -0.10255 0.3397
H 1.95673 1.05730 1.04513 -0.3921
H 2.81252 -0.39270 0.60600 0.6058
```

Its max |F| is 2.3 eV/Å. Its energy above the lowest of the compared OMol25 structures with the same formula, charge and spin is 13.6 kcal/mol. The calculation puts the frontier orbital gap at 7.145 eV.

***

Density functional theory data (ωB97M-V with the def2-TZVPD basis set) for a cluster of 5 separate species, C28H45NO11S4 in total.

The geometry in XYZ format:
```
89
Properties=species:S:1:pos:R:3:mulliken_charge:R:1
C 2.24847 -2.93161 4.98441 0.2486
C 1.24029 -2.66999 4.31330 -1.2199
C 0.11235 -2.60748 3.21852 0.8039
C -1.32236 -2.90536 3.84418 -0.5882
N -1.33337 -2.48279 5.26851 -0.6192
O 0.03911 -1.31385 2.59304 -0.4477
C 0.95206 -1.36281 1.49459 -0.2517
O 0.93618 -0.13466 0.73054 -0.2793
C 2.02124 -0.23358 -0.15379 0.2945
O 3.16784 -0.13524 0.25633 -0.5229
C 1.86327 -0.45151 -1.69999 0.9096
C 2.27965 0.71310 -2.54993 -0.7130
C 2.20606 0.59426 -4.06739 -0.5568
C 1.72749 -0.70096 -4.64101 -0.5278
C 1.30666 -1.83210 -3.76887 -0.4652
C 1.36640 -1.73438 -2.28411 -0.3575
H 3.11918 -3.45812 5.49200 0.3703
H 0.28843 -3.42373 2.44960 0.3009
H -1.52784 -4.01264 3.75620 0.3129
H -2.07197 -2.33766 3.21896 0.2785
H -2.32348 -2.30797 5.49181 0.2507
H -1.06873 -3.30227 5.82703 0.2488
H 0.71057 -2.19380 0.75463 0.0850
H 1.97337 -1.58355 1.93552 0.3121
H 2.64168 1.66707 -2.07941 0.7144
H 2.53243 1.47261 -4.67570 0.3968
H 1.67824 -0.81968 -5.75153 0.3447
H 0.95090 -2.79701 -4.20245 0.3972
H 1.07189 -2.56695 -1.60220 0.2872
O 1.92044 4.01563 -3.63191 -0.7127
S 0.49519 3.93814 -3.40163 1.2405
O -0.39819 3.27045 -4.32020 -0.5866
C 0.21865 3.29110 -1.75823 0.0504
C 0.20736 4.52448 -0.86445 -0.8133
C -0.61251 5.57483 -1.61836 -0.5807
C -0.12636 5.58499 -3.06808 -0.5997
H 1.00031 2.58428 -1.50262 -0.3181
H -0.75313 2.79460 -1.75485 0.3853
H -0.21875 4.30500 0.11551 0.4024
H 1.22839 4.88840 -0.71536 0.3122
H -1.67077 5.30044 -1.58833 0.2393
H -0.51743 6.56287 -1.16509 0.3813
H -0.93500 5.81325 -3.76014 0.1742
H 0.69484 6.28849 -3.20979 0.4054
O 5.35968 -3.72037 6.07313 -0.6412
S 5.31976 -3.56757 7.50979 1.1877
O 4.57513 -4.46813 8.35659 -0.6889
C 6.99467 -3.45659 8.11747 -0.6977
C 7.32007 -1.96858 8.05419 -0.5686
C 6.07374 -1.24785 8.57534 -0.6803
C 4.85784 -1.87908 7.89100 -0.5841
H 7.65363 -4.06734 7.50234 0.3918
H 6.99969 -3.81739 9.14722 0.3388
H 8.20454 -1.72680 8.64492 0.3399
H 7.51283 -1.67130 7.01934 0.2960
H 5.99995 -1.38627 9.65780 0.3058
H 6.11851 -0.17456 8.38525 0.3244
H 3.98549 -1.88257 8.54292 0.3739
H 4.61919 -1.37547 6.95370 0.3443
O -3.37266 5.88131 -6.34902 -0.7116
S -3.70505 4.95564 -5.29345 1.1769
O -3.12983 5.05771 -3.97137 -0.6084
C -5.48289 4.88191 -5.14293 -0.7621
C -5.89711 3.78558 -6.11723 -0.6198
C -4.88162 2.65480 -5.92648 -0.6877
C -3.48698 3.28783 -5.90615 -0.4394
H -5.91567 5.85296 -5.37820 0.3970
H -5.71899 4.60415 -4.11426 0.3504
H -6.91809 3.44939 -5.93101 0.3514
H -5.84584 4.15842 -7.14426 0.2980
H -5.07190 2.15221 -4.97356 0.2670
H -4.96085 1.90372 -6.71382 0.3686
H -2.80769 2.74830 -5.24716 0.2019
H -3.06089 3.35032 -6.90739 0.3975
O -1.37572 -3.60292 -2.89842 -0.5406
S -2.79780 -3.66960 -2.66425 1.0463
O -3.69606 -4.33338 -3.57769 -0.6893
C -3.07103 -4.30514 -1.01773 -0.8740
C -3.06830 -3.06564 -0.13022 -0.0387
C -3.88196 -2.01107 -0.88557 -0.8279
C -3.39945 -2.01364 -2.33913 -0.5941
H -2.29000 -5.01938 -0.76168 0.4163
H -4.04620 -4.79465 -1.00761 0.3872
H -3.49152 -3.27635 0.85303 0.3202
H -2.04345 -2.70876 0.01182 -0.0135
H -4.94284 -2.27509 -0.84917 0.3311
H -3.77558 -1.02196 -0.43753 0.3663
H -4.20651 -1.78171 -3.03264 0.3805
H -2.57129 -1.31939 -2.48718 0.3222
```

Its max |F| is 3.8 eV/Å. The calculation puts the frontier orbital gap at 9.130 eV.